This record from the Open Molecules 2025 dataset describes a 7-piece molecular cluster, C28H39F9O18 overall. The level of theory is wB97M-V/def2-TZVPD.

Computed properties:
⟨S²⟩: 0.76
Multiplicity: 2
HOMO (alpha / beta) in eV: -12.3 / -12.3
Net charge: +1
Kohn-Sham gap (alpha / beta) in eV: 9.18 / 2.15

Last column: Mulliken charge in e.
Cartesian coordinates (Å):
C  -9.26463  6.61493  -10.33514  -1.416
C  -9.25647  8.07849  -9.69095  0.201
O  -8.92038  9.09131  -10.60024  -0.222
C  -8.45421  10.30776  -10.25856  0.424
O  -8.38473  10.79873  -9.14173  -0.353
C  -7.87357  11.14957  -11.38141  0.711
F  -8.92263  11.89536  -11.82754  -0.229
F  -6.79127  11.93424  -10.98174  -0.225
F  -7.44578  10.47780  -12.45132  -0.246
H  -8.38208  6.33085  -10.90830  0.336
H  -10.13558  6.50350  -10.98101  0.335
H  -9.54442  5.91727  -9.54579  0.392
H  -8.63575  8.10339  -8.79530  0.406
H  -10.17863  8.41203  -9.21505  -0.060
C  -1.47852  8.53195  -6.13471  -1.094
C  -1.59706  9.45701  -7.30508  -0.166
O  -2.65442  10.43605  -7.35414  -0.280
C  -2.78152  11.47070  -6.46091  0.061
O  -1.94663  11.85434  -5.70234  -0.486
C  -4.19598  12.16591  -6.62105  1.167
F  -3.91578  13.52229  -6.43669  -0.265
F  -4.87750  11.83858  -7.71540  -0.226
F  -4.99485  11.76762  -5.63415  -0.258
H  -1.19674  7.57260  -6.56871  0.353
H  -2.48178  8.41158  -5.72595  0.302
H  -0.83375  8.83065  -5.30819  0.298
H  -1.72762  8.77385  -8.14433  0.321
H  -0.65764  10.00556  -7.37361  0.280
C  -10.14623  13.99675  -0.55707  -1.381
C  -9.54944  14.13062  -1.91144  -0.002
O  -8.35694  15.00691  -1.94376  -0.217
C  -7.38779  14.77144  -2.85636  0.391
O  -7.42729  14.03340  -3.91570  -0.526
C  -6.10726  15.58241  -2.46562  0.857
F  -6.31446  16.54196  -1.56008  -0.225
F  -5.29504  14.72846  -1.80682  -0.240
F  -5.47201  16.02985  -3.59608  -0.215
H  -9.43723  13.71254  0.22051  0.340
H  -10.95426  13.27018  -0.64242  0.384
H  -10.62285  14.95227  -0.33814  0.347
H  -10.28581  14.46542  -2.64203  0.282
H  -9.34719  13.09378  -2.18010  0.254
C  -11.58896  16.62044  -11.45999  -1.345
C  -11.14161  18.05824  -11.12598  0.655
C  -9.85705  18.34538  -11.73971  -0.487
O  -10.11734  19.27964  -12.74433  -0.351
C  -11.36797  19.60356  -12.73650  0.648
O  -11.76878  20.43143  -13.51386  -0.562
O  -11.99044  18.88927  -11.85659  -0.391
H  -12.64446  16.41844  -11.27778  0.370
H  -10.95195  15.89369  -10.95586  0.230
H  -11.43836  16.44410  -12.52504  0.388
H  -11.14446  18.28084  -10.05896  0.310
H  -9.44969  17.42044  -12.14794  0.292
H  -9.17028  18.78682  -11.01751  0.292
C  -8.44585  13.22437  -7.53894  -0.997
C  -8.62086  14.59670  -6.80016  0.893
C  -7.53823  15.56180  -6.90450  0.134
O  -8.19823  16.74720  -7.35904  -0.255
C  -9.41863  16.48894  -7.60262  0.519
O  -10.14988  17.18565  -8.25640  -0.423
O  -9.74188  15.23498  -7.32200  0.059
H  -8.35673  13.23494  -8.62524  0.491
H  -9.21654  12.48648  -7.31611  -0.251
H  -7.48853  12.80185  -7.23379  0.440
H  -8.89654  14.57618  -5.74579  -0.131
H  -6.78932  15.19046  -7.60402  0.292
H  -7.12635  15.75892  -5.91475  0.060
C  -9.91101  9.28932  -6.16717  -1.578
C  -11.02923  10.29832  -6.55553  1.470
C  -12.40691  9.77010  -6.31503  -0.354
O  -12.90904  10.60820  -5.39708  -0.360
C  -12.16785  11.68381  -5.16029  0.505
O  -12.54078  12.61379  -4.46535  -0.565
O  -10.96080  11.44867  -5.75514  -0.136
H  -8.91699  9.72601  -6.26376  0.239
H  -10.00667  8.65311  -7.04705  0.309
H  -10.16036  8.66346  -5.31030  0.467
H  -10.77980  10.62453  -7.56522  -0.542
H  -12.33245  8.72302  -6.02145  0.379
H  -12.91464  9.72325  -7.27843  0.214
C  -12.01892  13.44828  -9.15781  -0.927
C  -12.90839  12.16071  -9.53715  0.278
C  -13.85549  12.16279  -10.75150  -0.421
O  -13.60846  10.84473  -11.23351  -0.299
C  -12.55252  10.36576  -10.73610  0.323
O  -12.14293  9.20820  -10.93542  -0.627
O  -11.99265  11.13531  -9.82323  0.062
H  -11.45737  13.67775  -10.06340  0.219
H  -11.29119  13.38820  -8.34855  -0.115
H  -12.52337  14.37797  -8.89454  0.569
H  -13.59981  11.93974  -8.72400  0.265
H  -13.56044  12.98980  -11.39735  0.269
H  -14.83139  12.50305  -10.40518  0.370

=====

This record from the Open Molecules 2025 dataset describes a 4-piece molecular cluster, C28H39N3O4 overall. The level of theory is wB97M-V/def2-TZVPD.

Computed properties:
Multiplicity: 1
HOMO in eV: -9.3
ΔE to the lowest compared entry with this formula, charge and spin in kcal per mole: 69.01
Kohn-Sham gap in eV: 9.84

Last column: Mulliken charge in e.
Cartesian coordinates (Å):
C  3.55063  -3.29713  0.99766  -1.440
C  2.53292  -2.30927  0.45902  0.684
O  2.96586  -1.79471  -0.80203  -0.572
C  2.35824  -1.16359  1.42848  -0.778
C  1.17539  -0.31415  1.04119  0.272
O  1.34516  1.11030  1.09044  -0.469
C  0.12522  1.62150  0.77830  0.105
O  -0.04526  2.74944  0.29948  -0.653
C  -0.95958  0.57670  1.07928  -0.168
C  -0.15900  -0.52325  1.76941  0.075
O  -0.51176  -1.86491  1.58864  -0.192
C  -1.90182  -2.15940  1.75112  -1.016
C  -2.44881  -2.81518  0.48856  0.841
C  -3.05085  -1.75758  -0.45663  -1.396
C  -3.38323  -3.99070  0.76406  0.620
C  -3.84066  -4.60987  -0.57197  -1.487
C  -2.71952  -5.07853  1.59007  -1.710
H  3.11788  -3.91510  1.77307  0.377
H  3.86904  -3.93902  0.18974  0.386
H  4.39722  -2.75518  1.39922  0.238
H  1.59765  -2.84182  0.32886  0.030
H  2.36941  -2.12984  -1.46551  0.387
H  3.28089  -0.60065  1.45402  0.306
H  2.13461  -1.61165  2.38894  0.361
H  0.91321  -0.55281  0.00889  0.319
H  -1.65688  1.01804  1.77709  0.467
H  -1.42765  0.32189  0.14151  -0.092
H  0.02202  -0.23808  2.80421  0.129
H  -2.46221  -1.27463  2.02904  0.391
H  -1.98723  -2.85382  2.57683  0.321
H  -1.58356  -3.22786  -0.02127  0.044
H  -2.28956  -1.44392  -1.15706  0.262
H  -3.92332  -2.09659  -0.99112  0.508
H  -3.30077  -0.86982  0.10890  0.201
H  -4.27169  -3.62084  1.27114  0.245
H  -4.76248  -4.14881  -0.89929  0.357
H  -3.97421  -5.67518  -0.46721  0.433
H  -3.10409  -4.43467  -1.34573  0.336
H  -3.43157  -5.88461  1.71829  0.483
H  -1.84969  -5.47964  1.08586  0.333
H  -2.46072  -4.75335  2.58713  0.441
N  1.15946  5.94573  -4.02375  -0.557
C  1.72406  5.11224  -4.89365  -0.225
C  1.74727  3.73505  -4.73526  -0.366
C  1.15152  3.19288  -3.60798  -0.278
C  0.55941  4.04399  -2.68995  0.028
C  0.59153  5.40677  -2.94693  -0.334
H  2.18075  5.57745  -5.76058  0.338
H  2.22105  3.10632  -5.47673  0.355
H  1.15078  2.12234  -3.44562  0.391
H  0.08699  3.66232  -1.79647  0.295
H  0.13943  6.10900  -2.25525  0.372
N  5.82242  0.00174  2.88415  -0.485
C  5.97977  1.23128  3.36819  -0.194
C  6.64659  2.24524  2.69758  -0.394
C  7.18469  1.96672  1.45300  -0.194
C  7.03311  0.69229  0.93318  -0.558
C  6.34600  -0.24761  1.68481  0.057
H  5.54558  1.40827  4.34606  0.366
H  6.73905  3.22670  3.14130  0.363
H  7.71213  2.73037  0.89630  0.377
H  7.43550  0.43046  -0.03541  0.369
H  6.20105  -1.25529  1.31124  0.313
N  -4.31908  1.56172  -0.47524  -0.170
C  -4.01526  2.82052  -0.78494  -0.025
C  -4.93237  3.72850  -1.29176  -0.800
C  -6.23608  3.30540  -1.48976  -0.127
C  -6.56814  1.99806  -1.17416  -0.674
C  -5.57579  1.17108  -0.67155  -0.072
H  -2.98304  3.10971  -0.61718  0.399
H  -4.62966  4.73974  -1.52460  0.373
H  -6.98167  3.98336  -1.88441  0.386
H  -7.57333  1.62558  -1.31437  0.356
H  -5.79301  0.14033  -0.41088  0.334

=====

This record from the Open Molecules 2025 dataset describes C28H39N3O8P2SSiTi as an isolated structure. The level of theory is wB97M-V/def2-TZVPD.

Computed properties:
⟨S²⟩: 2.00
Multiplicity: 3
HOMO (alpha / beta) in eV: -5.8 / -7.1
ΔE to the lowest compared entry with this formula, charge and spin in kcal per mole: 5.00
Kohn-Sham gap (alpha / beta) in eV: 6.12 / 7.41

Last column: Mulliken charge in e.
Cartesian coordinates (Å):
Ti  0.42292  -0.73635  0.24289  1.066
C  -0.25460  1.90248  -3.08620  -1.666
C  -0.98611  1.83417  -1.77462  1.018
C  -1.04846  2.93917  -0.93169  -0.521
C  -1.68496  2.86464  0.29763  -0.548
C  -2.25766  1.67500  0.72060  -0.163
C  -2.22669  0.56816  -0.11831  -0.476
C  -1.61077  0.65723  -1.36520  -0.763
H  -0.62317  2.72548  -3.70123  0.554
H  -0.36640  0.97369  -3.64640  0.254
H  0.81211  2.05253  -2.91144  0.277
H  -0.57231  3.86450  -1.23503  0.377
H  -1.70748  3.73170  0.94596  0.351
H  -2.72550  1.61183  1.69461  0.402
H  -2.69980  -0.35896  0.18271  0.378
H  -1.63008  -0.18884  -2.03841  0.615
C  3.20171  0.23189  -4.91818  -0.932
Si  2.92374  -1.60711  -4.74476  0.147
C  4.43498  -2.44058  -4.02002  -0.997
C  2.61437  -2.27746  -6.47205  -1.212
C  1.42612  -2.06079  -3.69740  0.106
C  0.48616  -2.97552  -4.14111  -0.054
C  -0.61411  -3.33150  -3.35349  -1.429
C  -0.73813  -2.74069  -2.11978  -0.614
N  0.16120  -1.87019  -1.64664  1.110
C  1.23805  -1.53114  -2.39502  0.300
S  2.31421  -0.46313  -1.57457  -0.741
H  4.00322  0.40906  -5.64040  0.364
H  3.47439  0.68321  -3.96722  0.276
H  2.30393  0.73227  -5.28954  0.298
H  5.26854  -2.42997  -4.72600  0.390
H  4.21905  -3.48059  -3.76546  0.307
H  4.74790  -1.92486  -3.11042  0.270
H  3.43289  -1.96762  -7.12566  0.320
H  1.68702  -1.88148  -6.89209  0.334
H  2.56587  -3.36816  -6.50387  0.334
H  0.59171  -3.41745  -5.12547  0.374
H  -1.35138  -4.03988  -3.70457  0.445
H  -1.57125  -2.95958  -1.45905  0.490
C  3.84915  0.83226  2.11351  -1.698
C  2.57478  0.93592  2.94348  1.026
O  2.80936  1.49154  4.23566  -0.681
P  1.33430  1.97692  2.11056  0.640
O  0.18088  2.22646  3.14637  -0.682
O  1.94221  3.42323  1.87006  -0.589
O  0.95500  1.34259  0.82370  -0.487
P  1.68228  -0.67822  3.03476  0.779
O  2.48272  -1.44710  4.21063  -0.714
O  0.27004  -0.38275  3.43868  -1.064
O  1.91284  -1.41178  1.74223  -0.166
H  4.34616  1.80226  2.07838  0.393
H  3.62324  0.49708  1.10150  0.152
H  4.52419  0.10709  2.57222  0.367
H  3.12184  0.78297  4.81205  0.425
H  -0.07033  1.31994  3.48208  0.520
H  2.02087  3.92507  2.69168  0.363
H  2.77125  -2.30622  3.87043  0.283
C  -0.79158  -6.51386  2.79065  -1.137
N  -0.91232  -5.07678  2.98963  -0.048
N  -0.37414  -4.28398  1.97551  0.674
C  -1.14378  -3.14062  1.84123  -0.172
O  -0.84679  -2.18846  1.11028  0.369
C  -2.26735  -3.31819  2.70978  -1.288
C  -2.10248  -4.50078  3.35345  0.875
C  -3.00932  -5.18592  4.31353  -1.663
C  1.02792  -4.34983  1.72909  -0.165
C  1.91455  -4.56543  2.77537  0.100
C  3.27818  -4.56055  2.51939  -0.538
C  3.74961  -4.31125  1.23616  -0.588
C  2.85273  -4.10346  0.19903  -0.475
C  1.48893  -4.14934  0.43887  -0.783
H  0.24798  -6.75654  2.58532  0.373
H  -1.41321  -6.85638  1.95855  0.334
H  -1.09041  -7.01760  3.70618  0.405
H  -3.05640  -2.60232  2.85652  0.430
H  -3.82846  -4.52236  4.57811  0.393
H  -2.47683  -5.46638  5.22259  0.359
H  -3.43197  -6.09211  3.87543  0.323
H  1.53602  -4.72219  3.77857  0.424
H  3.97468  -4.74366  3.32881  0.434
H  4.81400  -4.28026  1.04591  0.443
H  3.20869  -3.89208  -0.80065  0.490
H  0.78076  -3.99426  -0.36238  0.524